No. 1
Entry from OMol25: a molecular structure, CH2KMgO at a distorted geometry (ωB97M-V with the def2-TZVPD basis set).

Structure (XYZ):
```
6
Properties=species:S:1:pos:R:3
C 0.1861 0.6638 -0.3433
O 0.2814 -0.2028 -1.2164
H 0.3909 1.7300 -0.2488
Mg -2.3369 0.0434 0.6061
K 0.5812 -2.2745 0.5933
H 0.8974 0.0401 0.6091
```

Values from the calculation:
**E_LUMO (spin up / spin down)**: -0.762 / -0.923 eV
**Highest occupied orbital energy (spin up / spin down)**: -5.0 / -6.1 eV
**⟨S²⟩**: 0.76
**DFT total energy**: -24882.8559 eV
**Spin multiplicity**: 2
**Energy above the lowest of the compared OMol25 structures with the same formula, charge and spin**: 0.0000 eV

Need the natural (NBO) charges? In units of e they are:
1. C -0.176
2. O -0.781
3. H 0.142
4. Mg 0.048
5. K 0.899
6. H -0.133

No. 2
Entry from OMol25: a molecular structure, CH2LuO4 at a distorted geometry (ωB97M-V with the def2-TZVPD basis set).

Structure (XYZ):
```
8
Properties=species:S:1:pos:R:3
O 0.4661 1.0809 -0.7273
Lu 2.3996 0.2992 -0.0957
O 0.6531 -0.7640 0.6212
H 0.3145 -1.1432 1.4364
C -0.4336 0.3952 -0.0493
O -0.9129 1.2241 0.8672
O -1.4250 -0.2288 -0.7098
H -1.0618 -0.8634 -1.3427
```

Values from the calculation:
**E_LUMO (spin up / spin down)**: -12.395 / -12.420 eV
**Highest occupied orbital energy (spin up / spin down)**: -20.7 / -20.6 eV
**Charge**: +2
**⟨S²⟩**: 0.75
**DFT total energy**: -42857.7962 eV
**Spin multiplicity**: 2

Need the natural (NBO) charges? In units of e they are:
1. O -0.858
2. Lu 2.602
3. O -1.049
4. H 0.561
5. C 0.914
6. O -0.098
7. O -0.588
8. H 0.516

No. 3
Entry from OMol25: 2 unconnected molecules or ions with the total composition CH2N2O at a distorted geometry (ωB97M-V with the def2-TZVPD basis set).

Structure (XYZ):
```
6
Properties=species:S:1:pos:R:3
C 1.4596 -0.1660 -0.0923
N 0.3761 -0.2331 -0.9271
N 0.5123 -1.0833 0.2394
O 2.5035 0.3080 0.1774
H -0.3011 1.0185 -0.9137
H -0.0818 -1.0727 1.0556
```

Values from the calculation:
**E_LUMO**: -0.126 eV
**Highest occupied orbital energy**: -9.7 eV
**DFT total energy**: -6092.8461 eV
**Energy above the lowest of the compared OMol25 structures with the same formula, charge and spin**: 4.1655 eV

Need the natural (NBO) charges? In units of e they are:
1. C 0.760
2. N -0.430
3. N -0.498
4. O -0.521
5. H 0.304
6. H 0.385

Q: What is the formula in the second record?
A: CH2LuO4